The following is a DFT calculation (the ωB97M-V functional and the def2-TZVPD basis) of 3 unconnected molecules or ions with the total composition C4H15NO3S in a non-equilibrium geometry.

Geometry as XYZ:
```
24
Properties=species:S:1:pos:R:3:forces:R:3
C 2.0783 -1.3638 0.3470 -0.300 0.575 0.033
C 0.9863 -0.2844 0.0983 0.444 0.131 -0.320
C 1.3761 0.7353 -0.9832 1.011 0.485 -0.080
S 2.0183 2.3410 -0.3029 -0.433 -0.354 -0.375
N -0.3131 -0.8726 -0.2217 0.394 -0.153 1.519
C -1.4458 -0.2296 0.3876 -0.523 -0.420 -0.681
O -2.4928 -1.1656 0.6690 0.512 -0.395 0.171
H 2.9932 -1.1639 -0.2102 -0.100 -0.189 -0.271
H 2.3825 -1.3391 1.3953 -0.191 -0.282 0.005
H 1.6342 -2.3268 0.1052 0.377 -0.148 -0.007
H 0.9478 0.2902 1.0263 -0.700 -0.159 -0.041
H 0.5380 1.0008 -1.6212 -0.160 0.115 0.141
H 2.1537 0.3421 -1.6442 -0.124 -0.042 0.045
H 2.7876 1.8037 0.6417 0.182 -0.128 0.111
H -0.3848 -1.1781 -1.1799 -0.178 0.344 -0.132
H -1.9846 0.4557 -0.2782 0.354 0.491 0.209
H -1.1002 0.2212 1.3253 -0.080 0.212 -0.421
H -2.0187 -1.9305 1.0289 -0.273 -0.007 -0.005
O -1.1012 -1.8729 -3.1516 0.145 -0.314 0.464
H -0.7268 -2.6970 -2.8013 -0.112 0.208 -0.293
H -1.8555 -1.7134 -2.5711 -0.149 0.009 -0.170
O -2.2509 0.8562 3.3053 0.281 0.313 0.250
H -2.5032 -0.0415 3.5376 -0.219 0.032 -0.285
H -2.7094 1.1007 2.4950 -0.158 -0.326 0.133
```
Forces are in eV/Å.

## Properties
**SMILES string**: C[C@@H](CS)NCO.O.O


The following is a DFT calculation (the ωB97M-V functional and the def2-TZVPD basis) of 4 unconnected molecules or ions with the total composition C12H35N3O4.

Geometry as XYZ:
```
54
Properties=species:S:1:pos:R:3:forces:R:3
C -1.5164 -17.3425 21.9383 -0.089 0.200 0.076
O -2.0303 -16.2232 22.6541 0.016 0.128 -0.477
C -3.3753 -16.3611 23.0350 -0.271 -0.084 0.515
C -3.7279 -15.2466 24.0068 -0.233 0.387 0.150
C -2.8245 -15.2468 25.2224 0.229 -0.173 0.237
N -5.1352 -15.2719 24.4271 0.121 -0.519 -0.149
H -0.9583 -17.9830 22.6250 0.091 -0.029 -0.111
H -0.8799 -16.9505 21.1468 0.172 -0.170 0.045
H -2.3118 -17.9341 21.4786 -0.056 0.072 -0.007
H -4.0660 -16.2982 22.1805 0.206 -0.147 -0.132
H -3.5274 -17.3297 23.5388 -0.053 0.037 -0.073
H -3.5662 -14.2959 23.4850 -0.092 -0.033 -0.071
H -3.2503 -14.6789 26.0501 -0.038 0.273 -0.187
H -1.8612 -14.8250 24.9400 0.083 -0.086 0.232
H -2.6564 -16.2523 25.6224 0.000 -0.069 -0.218
H -5.2517 -16.0077 25.1195 -0.010 0.082 0.064
H -5.7223 -15.5595 23.6482 -0.051 0.206 -0.011
C 0.2467 -16.9818 17.9878 0.102 0.736 0.256
O 1.2869 -17.8932 18.2279 -0.071 -0.217 -0.001
C 2.5465 -17.3634 17.8901 -0.024 0.182 -0.017
C 3.5704 -18.4755 17.9844 0.569 -0.059 -0.116
C 3.8366 -18.8670 19.4277 -0.085 -0.002 0.033
N 4.8375 -18.0338 17.3456 -0.488 -0.425 -0.073
H -0.6846 -17.3976 18.3612 -0.030 -0.166 -0.168
H 0.1726 -16.7130 16.9264 -0.108 -0.239 -0.028
H 0.4108 -16.0378 18.5292 0.000 -0.124 0.026
H 2.5082 -16.9296 16.8789 0.095 -0.151 -0.035
H 2.8136 -16.5419 18.5725 0.024 -0.045 -0.012
H 3.1677 -19.3573 17.4713 -0.192 0.089 -0.027
H 4.3340 -18.0597 19.9684 -0.042 0.065 -0.055
H 4.4754 -19.7503 19.4882 -0.017 -0.015 -0.031
H 2.8884 -19.0943 19.9153 0.050 -0.027 0.069
H 4.6578 -17.9455 16.3476 0.038 0.219 0.041
H 5.4719 -18.8274 17.3946 0.161 0.173 0.154
C -0.7835 -12.6105 23.1983 0.347 -0.196 -0.152
O -1.4161 -11.4343 23.6169 -0.408 0.053 -0.009
C -2.1570 -11.5953 24.8210 0.392 -0.271 -0.099
C -2.8224 -10.2791 25.1420 -0.058 -0.138 -0.544
C -3.4080 -10.3002 26.5348 0.449 0.197 0.219
N -3.9183 -10.0340 24.1685 0.581 0.042 -0.674
H -0.0329 -12.9554 23.9240 -0.151 -0.013 0.068
H -0.2475 -12.3897 22.2735 -0.088 0.055 0.009
H -1.4906 -13.4271 23.0072 -0.010 0.033 0.076
H -2.9196 -12.3839 24.7276 0.050 0.030 -0.134
H -1.4545 -11.9107 25.6050 -0.150 0.122 0.159
H -2.0332 -9.5331 25.0011 -0.088 0.162 0.379
H -2.6336 -10.4022 27.3005 0.012 -0.022 -0.052
H -4.0865 -11.1480 26.6165 -0.210 0.120 0.066
H -3.9285 -9.3621 26.7173 -0.226 -0.113 0.070
H -3.7897 -9.1072 23.7683 -0.254 0.151 0.385
H -3.7148 -10.5953 23.3400 -0.164 -0.198 0.212
O -1.3931 -14.4310 19.8555 -0.006 -0.055 0.055
H -0.8117 -13.6659 19.8509 0.002 0.056 -0.009
H -1.6094 -14.5702 20.7853 -0.029 -0.083 0.076
```
Forces are in eV/Å.

## Properties
**SMILES string**: COC[C@H](C)N.COC[C@H](C)N.COC[C@H](C)N.O


The following is a DFT calculation (the ωB97M-V functional and the def2-TZVPD basis) of a molecular structure, C19H31HgO13S in a non-equilibrium geometry.

Geometry as XYZ:
```
65
Properties=species:S:1:pos:R:3:forces:R:3
Hg 4.2094 0.4405 -1.0891 -2.427 0.057 -0.449
C 1.1770 1.2817 -1.3297 -0.242 -0.190 2.772
O 2.1705 0.6412 -2.0592 1.353 0.040 -0.187
H 0.9289 0.7537 -0.3937 0.334 -0.364 0.028
H 1.3886 2.2825 -0.9454 0.173 0.317 -0.840
H 0.1645 1.2593 -1.7511 0.431 0.040 -1.154
C 0.0665 3.7511 3.1738 -0.879 -0.919 -0.921
C 0.7975 3.5937 1.8281 -1.138 -1.245 -0.981
O 1.2260 4.8766 1.4233 0.445 0.903 0.406
S 1.0141 6.0065 2.6164 1.202 -0.632 0.095
O 0.4319 7.2061 2.1310 0.058 -0.882 -0.149
O 2.2254 6.0675 3.3836 -0.846 -0.253 -0.539
O -0.0850 5.1441 3.3664 0.197 0.516 0.631
H 0.5237 3.1556 3.9635 0.374 0.785 0.389
H -0.9599 3.3981 3.0861 0.076 -0.193 -0.058
H 0.1711 3.1643 1.0373 -0.922 0.963 0.146
H 1.4739 2.7313 1.7593 1.381 0.926 0.928
O 1.8185 -4.8367 -2.8184 0.030 0.501 0.657
C 1.2573 -4.3969 -1.8491 1.737 -0.318 -2.048
O 0.2512 -5.0919 -1.3047 -0.929 0.086 0.639
C -0.3921 -4.2911 -0.3355 -0.833 0.991 1.279
C 0.0875 -2.8826 -0.5882 0.174 0.667 0.551
C 1.4974 -3.0715 -1.1380 -0.919 0.611 0.545
H -0.2011 -4.6188 0.6900 0.450 -0.295 -0.162
H -1.4799 -4.1934 -0.3821 -0.058 -1.108 -0.668
H -0.0088 -2.2525 0.2978 0.151 -0.030 0.032
H -0.5644 -2.4488 -1.3516 0.193 0.088 -0.140
H 2.2612 -3.1042 -0.3586 -0.137 -0.585 0.133
H 1.7586 -2.1848 -1.7117 0.166 -0.515 -0.809
O 3.0878 -0.2466 0.9138 0.016 0.330 -0.290
C 2.5726 -0.6998 1.9251 0.333 0.432 0.783
O 2.5667 -1.9881 2.1388 0.607 -0.600 -0.796
C 2.0210 -2.3799 3.4143 -1.569 1.141 -1.010
C 1.8557 -1.0258 4.1250 -0.122 -0.305 1.932
C 1.9831 0.0963 3.1123 0.637 -1.143 -2.192
H 2.6388 -3.1576 3.8496 0.204 0.318 0.140
H 1.0314 -2.7754 3.1762 0.129 -0.341 0.145
H 2.5984 -1.0533 4.9235 0.025 0.767 -0.022
H 0.8781 -0.9602 4.6006 0.092 -0.175 0.138
H 2.6399 0.9574 3.2222 0.091 -0.174 0.726
H 1.0372 0.4909 2.7301 -0.238 -0.128 0.298
O -1.1372 1.1101 1.4448 0.048 0.017 -0.420
C -1.8126 0.1733 1.1097 0.151 -0.156 -0.785
O -1.7103 -0.9945 1.7640 0.518 0.005 0.823
C -2.8692 -1.8283 1.6316 0.220 0.284 -1.688
C -3.7772 -1.0017 0.6998 -0.286 -0.407 0.595
C -2.8454 0.0155 -0.0274 -1.316 -0.045 2.608
H -3.2801 -1.9400 2.6299 -0.031 -0.491 -0.127
H -2.5630 -2.7401 1.1186 0.040 -0.297 0.593
H -4.4217 -0.5303 1.4455 -0.151 0.803 -0.613
H -4.4563 -1.5703 0.0682 0.313 -0.193 -0.117
H -3.4714 0.9046 -0.0443 0.600 0.398 -0.822
H -2.4301 -0.3068 -0.9760 0.050 0.051 0.011
O -0.9149 3.3620 -5.1929 -0.001 0.349 0.055
C -1.0847 2.2082 -4.9688 0.236 -0.699 0.348
O -2.3037 1.6778 -4.7017 -0.106 0.391 -0.695
C -2.2777 0.2519 -4.5106 1.201 0.749 0.568
C -0.8660 -0.2071 -5.0301 -1.241 0.424 0.544
C -0.0357 1.0995 -4.9452 -0.760 -1.308 -1.324
H -3.1117 -0.1704 -5.0622 -0.019 -0.119 0.195
H -2.4002 0.2217 -3.4254 -0.144 -1.000 -0.014
H -1.0701 -0.5669 -6.0372 0.533 0.272 -0.227
H -0.4230 -1.0455 -4.4959 -0.159 0.057 0.231
H 0.5092 1.1486 -5.8862 0.491 0.451 0.300
H 0.6326 1.0898 -4.0901 0.016 0.382 -0.018
```
Forces are in eV/Å.

## Properties
**Net charge**: +1


In the order shown, the computed energy above the lowest of the compared OMol25 structures with the same formula, charge and spin values come out to 5.7, 16.7, 0.0 kcal/mol.
In the order shown, the computed gap between HOMO and LUMO values come out to 9.4, 10.1, 4.5 eV.